The following is a DFT calculation (wB97M-V/def2-TZVPD) of a structure of composition C21H37GaO6P in a non-equilibrium geometry.

Last column: Löwdin charge in e.
Element x y z (Å)
1 C 6.12888 -0.31416 -1.51693  -0.12
2 O 4.74681 -0.66857 -1.79483  -0.22
3 C 4.57969 -2.07731 -1.49957  -0.23
4 C 3.60690 -2.23861 -0.23486  -0.17
5 C 2.60048 -3.46954 -0.34342  -0.22
6 C 1.60047 -3.36769 -1.58755  -0.20
7 C 0.39862 -2.31831 -1.30092  -0.20
8 C 0.46477 -1.01367 -2.22550  -0.27
9 C -1.02924 -0.59548 -2.60721  -0.27
10 Ga -1.72746 1.04633 -1.53732  0.37
11 C -0.97752 2.84416 -2.19068  -0.27
12 C 0.31719 3.37132 -1.40569  -0.24
13 C 1.48233 3.55976 -2.50267  -0.19
14 O 2.49071 4.52617 -2.09057  -0.07
15 C 3.33954 3.97575 -1.11215  -0.45
16 C 3.40884 4.61059 0.33576  -0.01
17 O 4.04978 2.99530 -1.35993  0.06
18 C -1.58433 0.79526 0.52160  -0.16
19 C -2.93360 0.12267 0.98104  -0.52
20 O -2.95150 -1.14647 1.00543  -0.03
21 O -4.11958 0.83342 1.31091  -0.03
22 P -4.06929 1.10840 -2.00184  0.56
23 O -4.19402 1.25699 -3.54375  -0.63
24 H 6.17672 0.81289 -1.42091  0.09
25 H 6.45105 -0.75071 -0.50481  0.09
26 H 6.82632 -0.72769 -2.30956  0.09
27 H 4.18517 -2.57062 -2.44403  0.12
28 H 5.55697 -2.59598 -1.23653  0.11
29 H 4.29484 -2.33407 0.67523  0.11
30 H 2.99318 -1.28607 -0.07712  0.12
31 H 1.95121 -3.44565 0.59869  0.10
32 H 3.13486 -4.48205 -0.32238  0.10
33 H 2.09373 -3.05809 -2.55790  0.08
34 H 1.14004 -4.39743 -1.73785  0.10
35 H -0.55998 -2.90734 -1.51213  0.10
36 H 0.36847 -2.06730 -0.19367  0.10
37 H 1.09527 -0.17314 -1.80257  0.09
38 H 0.97490 -1.34815 -3.19881  0.10
39 H -1.80415 -1.41530 -2.42680  0.04
40 H -1.15329 -0.30930 -3.71130  0.05
41 H -0.77688 2.76455 -3.30328  0.05
42 H -1.79475 3.63485 -2.04034  0.05
43 H 0.64575 2.72708 -0.53342  0.09
44 H 0.09077 4.41942 -1.00531  0.11
45 H 1.01058 3.98408 -3.45284  0.13
46 H 1.89253 2.52260 -2.71136  0.13
47 H 4.48662 4.53103 0.69186  0.09
48 H 3.02308 5.67917 0.31933  0.08
49 H 2.72233 4.02939 1.04259  0.10
50 H -1.43434 1.80612 1.02457  0.06
51 H -0.74182 0.11951 0.85704  0.06
52 H -4.82170 0.38116 0.79186  0.09
53 H -4.71437 2.15435 -1.25884  -0.06
54 H -4.56583 -0.20891 -1.62988  -0.04
55 C -4.67150 -0.79290 4.06234  -0.08
56 C -3.77717 -1.84613 4.03475  -0.08
57 C -3.62963 -2.66873 5.14663  -0.10
58 C -4.39076 -2.43333 6.28875  -0.11
59 C -5.29154 -1.37221 6.31635  -0.11
60 C -5.42932 -0.54786 5.20304  -0.10
61 H -4.77579 -0.16233 3.18914  0.08
62 H -3.19232 -2.02812 3.14021  0.09
63 H -2.92281 -3.49109 5.12452  0.10
64 H -4.28093 -3.07553 7.15629  0.09
65 H -5.88602 -1.18809 7.20537  0.09
66 H -6.12789 0.28161 5.22367  0.10

As for the HOMO energy: -4.7 eV. The calculation puts the molar mass at 486.2 g mol⁻¹. As for the largest force on an atom: 4.067 eV Å⁻¹. For the HOMO-LUMO gap, the calculation gives 7.4 eV. The calculation puts the LUMO energy at 0.0983 hartree. Its charge is -1.

The following is a DFT calculation (wB97M-V/def2-TZVPD) of an isolated molecule of C21H37N5O2S2.

Last column: Löwdin charge in e.
Element x y z (Å)
1 C -3.64313 -6.25377 0.47819  -0.08
2 C -2.97038 -5.05559 1.15960  -0.25
3 N -2.97723 -3.81769 0.40835  -0.22
4 C -4.26143 -3.13060 0.38981  -0.24
5 C -4.31974 -2.05841 1.47605  -0.07
6 C -2.28740 -3.87480 -0.86482  -0.19
7 C -1.67642 -2.50638 -1.18238  -0.15
8 N -0.90751 -2.07305 -0.04125  0.06
9 C 0.17515 -1.29881 -0.12942  -0.51
10 O 0.68324 -0.95833 -1.18446  0.03
11 C 0.77920 -0.87295 1.22050  -0.14
12 N 1.00749 0.55354 1.24508  0.03
13 C -0.06306 1.37902 1.20553  -0.77
14 S -1.60410 0.77612 1.39186  0.73
15 N 0.15736 2.71224 1.09860  -0.12
16 C 1.46875 3.31238 1.17025  -0.14
17 C 2.09621 3.64161 -0.19102  -0.14
18 C 2.48485 2.41426 -1.01442  -0.19
19 N 3.30951 1.45764 -0.28281  -0.20
20 C 3.57688 0.28541 -1.11561  -0.16
21 C 4.40054 -0.73181 -0.33068  -0.18
22 O 5.61667 -0.18356 0.12589  -0.13
23 C 5.36753 0.94830 0.91993  -0.19
24 C 4.58420 2.01515 0.15350  -0.16
25 C -0.95761 3.60670 0.86023  -0.21
26 C -1.14574 3.91139 -0.59005  -0.51
27 C -1.28279 5.12598 -1.18953  -0.15
28 C -1.45252 5.03411 -2.58946  -0.19
29 C -1.43635 3.75154 -3.02963  -0.41
30 S -1.22971 2.62417 -1.74834  1.04
31 H -3.12465 -6.51527 -0.44113  0.06
32 H -4.68007 -6.03134 0.23699  0.06
33 H -3.62293 -7.11353 1.14274  0.07
34 H -3.46511 -4.85862 2.11384  0.11
35 H -1.92628 -5.30888 1.37255  0.12
36 H -4.40774 -2.66051 -0.58524  0.11
37 H -5.08869 -3.83761 0.53717  0.11
38 H -4.13539 -2.49731 2.45352  0.07
39 H -5.30146 -1.59178 1.48726  0.07
40 H -3.57533 -1.28632 1.30032  0.02
41 H -1.47792 -4.60301 -0.77547  0.12
42 H -2.93780 -4.18189 -1.69946  0.12
43 H -1.01249 -2.55915 -2.04734  0.12
44 H -2.46364 -1.77341 -1.39331  0.12
45 H -1.37367 -2.23535 0.84121  0.11
46 H 0.10951 -1.14278 2.04012  0.09
47 H 1.74067 -1.37327 1.35241  0.12
48 H 1.87417 0.86133 0.79326  0.09
49 H 2.12939 2.65772 1.74127  0.12
50 H 1.36254 4.24896 1.73045  0.13
51 H 1.38853 4.22828 -0.77862  0.10
52 H 2.97174 4.26938 -0.01623  0.11
53 H 1.58141 1.88133 -1.32495  0.10
54 H 2.99809 2.75965 -1.92832  0.13
55 H 4.13421 0.57323 -2.02211  0.13
56 H 2.62610 -0.16474 -1.40807  0.10
57 H 3.81740 -1.09351 0.53005  0.11
58 H 4.66245 -1.57861 -0.96601  0.13
59 H 4.79643 0.65827 1.81690  0.13
60 H 6.34233 1.33458 1.22296  0.13
61 H 5.18347 2.35243 -0.70919  0.14
62 H 4.41233 2.86448 0.81588  0.12
63 H -1.85553 3.11121 1.25189  0.05
64 H -0.80048 4.53803 1.41229  0.13
65 H -1.26345 6.05701 -0.65068  0.11
66 H -1.57476 5.88706 -3.23279  0.10
67 H -1.53584 3.39013 -4.03365  0.06

As for the HOMO energy: -7.8 eV. Its structure (SMILES) is CCN(CC)CCNC(=O)CNC(=S)N(CCCN1CCOCC1)Cc1cccs1. The calculation puts the molar mass at 455.7 g mol⁻¹. The calculation puts the energy above the lowest of the compared OMol25 structures with the same formula, charge and spin at 0.4 kcal/mol. As for the largest force on an atom: 0.868 eV Å⁻¹. For the HOMO-LUMO gap, the calculation gives 8.6 eV. The calculation puts the LUMO energy at 0.0281 hartree.

The following is a DFT calculation (wB97M-V/def2-TZVPD) of a structure of composition C21H38BBr3F8N4O9P2S3 in a non-equilibrium geometry.

Last column: Löwdin charge in e.
Element x y z (Å)
1 C -3.68001 4.78695 0.86738  -0.14
2 C -3.50287 4.28172 -0.53907  -0.79
3 Br -4.11336 5.60559 -1.71509  0.83
4 C -3.09005 3.07590 -0.99619  -0.65
5 Br -3.44958 2.79791 -2.84357  0.95
6 C -2.63714 1.85755 -0.13223  -0.21
7 P -4.36787 0.90049 -0.01545  0.28
8 O -4.67363 0.39396 -1.48395  -0.23
9 O -5.27790 2.21064 0.15547  -0.21
10 S -4.76583 -0.37964 1.34279  0.48
11 C -2.19330 2.19330 1.31024  -0.24
12 C -0.79678 2.80581 1.66344  -0.12
13 C -0.21609 4.23179 1.58378  -0.72
14 C -0.64077 5.12634 2.76289  -0.13
15 Br -0.26215 5.19203 -0.10083  0.78
16 O -2.20320 0.99759 2.09872  -0.13
17 C -1.34708 -0.03906 1.78953  -0.49
18 F -0.15552 0.23371 2.46932  0.00
19 P -1.87223 -1.58123 2.81924  0.81
20 N -0.73742 -2.59272 3.14660  -0.25
21 C -1.00549 -0.27895 0.27397  -0.16
22 O 0.35892 -0.54120 0.23906  -0.06
23 C 1.40538 0.42235 0.13879  -0.15
24 C 2.61915 -0.24974 -0.49771  -0.32
25 C 3.54431 0.81734 -1.11470  -0.04
26 C 3.32904 -1.14840 0.51335  -0.13
27 C 4.01561 -0.40961 1.67716  -0.42
28 C 5.44951 -0.89436 1.87701  -0.08
29 C 3.22843 -0.50779 2.99943  -0.06
30 B -1.67332 -1.70822 -0.24418  -0.64
31 O -2.86670 -1.63309 -0.90443  0.13
32 N -0.92891 -2.88406 0.01838  -0.06
33 C 0.13713 -3.12176 -1.00368  -0.02
34 C -1.80051 -4.06839 0.12397  -0.06
35 N -1.40568 0.96720 -0.65992  0.21
36 C -1.15527 0.63024 -2.14960  -0.40
37 F -2.24230 0.20120 -2.74859  0.14
38 F -0.31639 -0.39488 -2.13072  0.18
39 C -0.34681 1.72460 -2.98162  -0.61
40 F -0.73297 1.66025 -4.23227  0.21
41 F 0.92866 1.43818 -2.90826  0.21
42 F -0.49491 2.94326 -2.49369  0.11
43 H -4.45074 4.19755 1.36765  0.09
44 H -4.03476 5.80934 0.86187  0.06
45 H -2.78969 4.76240 1.46976  0.03
46 H -5.11958 1.04158 -2.04399  0.04
47 H -6.17990 1.99907 -0.11847  0.10
48 H -3.00020 2.71960 1.79993  0.14
49 H -0.73285 2.58717 2.73137  0.14
50 H -0.02712 2.15030 1.26261  0.08
51 H 0.85278 4.06684 1.69923  0.08
52 H -0.74703 6.16268 2.46078  0.06
53 H -1.57164 4.77609 3.20445  0.07
54 H 0.11547 5.05493 3.54373  0.09
55 H -2.99205 -2.11161 2.17554  -0.04
56 H -2.35545 -0.86005 3.91858  0.03
57 H -0.53685 -2.58940 4.13954  -0.02
58 H 1.17027 1.34452 -0.40791  0.11
59 H 1.68197 0.74264 1.14718  0.11
60 H 2.23437 -0.85307 -1.32180  0.14
61 H 3.45484 1.78615 -0.62106  0.08
62 H 4.58079 0.48986 -1.04068  0.09
63 H 3.33617 0.93910 -2.17444  0.07
64 H 2.58318 -1.83174 0.92830  0.11
65 H 4.04801 -1.76850 -0.02250  0.13
66 H 4.06754 0.65828 1.43934  0.12
67 H 6.03122 -0.78603 0.96319  0.08
68 H 5.45262 -1.93656 2.19704  0.09
69 H 5.92872 -0.30476 2.66012  0.07
70 H 3.90599 -0.45973 3.85011  0.07
71 H 2.63323 -1.41843 3.04375  0.08
72 H 2.52784 0.32230 3.11250  0.06
73 H -2.88250 -2.16212 -1.71023  0.14
74 H 1.09105 -2.78693 -0.60412  0.08
75 H 0.25240 -4.19349 -1.13977  0.07
76 H -0.06569 -2.68645 -1.97530  0.08
77 H -2.12958 -4.43659 -0.85144  0.10
78 H -1.21488 -4.86796 0.57707  0.10
79 H -2.64940 -3.88140 0.77728  0.07
80 H -0.64052 1.63784 -0.49972  0.13
81 N 3.00383 -4.57828 -4.18442  -0.32
82 S 4.37425 -5.40179 -4.24665  0.48
83 O 4.29050 -6.60669 -4.99989  -0.28
84 O 5.11427 -5.39598 -3.02902  -0.29
85 F 5.13584 -4.38308 -5.18995  -0.19
86 S 1.83616 -5.23282 -3.37872  0.45
87 O 0.59287 -4.57012 -3.64452  -0.32
88 O 2.12197 -5.56554 -2.01686  -0.30
89 F 1.63817 -6.64194 -4.08419  -0.19

As for the HOMO energy: -8.3 eV. The calculation puts the molar mass at 1051.2 g mol⁻¹. As for the largest force on an atom: 1.464 eV Å⁻¹. For the HOMO-LUMO gap, the calculation gives 6.9 eV. The calculation puts the LUMO energy at -0.0505 hartree.